No. 1
DFT (ωB97M-V/def2-TZVPD) results for a cluster of 3 separate species, C3H10OS2 in total at a distorted geometry.

```
16
C3H10OS2 (ωB97M-V/def2-TZVPD)
S -0.049 1.698 0.683
H 2.183 -1.942 0.480
H -0.431 0.202 3.411
H 0.657 -2.894 0.940
H -1.339 0.277 -1.187
O -1.079 -0.167 2.817
H -0.950 0.368 2.003
C -0.896 0.990 -1.874
C 0.290 1.324 -1.015
H -1.586 1.838 -1.680
H 1.005 0.407 -0.856
H 0.870 2.194 -1.349
C 1.085 -2.008 0.473
S 0.250 -1.754 -1.083
H 0.884 -1.125 1.118
H -0.893 0.595 -2.881
```

Output
E, eV: -26986.408
Multiplicity: 1
LUMO energy, eV: -3.83
Kohn-Sham gap, eV: 4.85
HOMO, eV: -8.7
Relative energy (zero: lowest compared OMol25 entry of this formula, charge and spin), kcal/mol: 112.6

No. 2
DFT (ωB97M-V/def2-TZVPD) results for a cluster of 2 separate species, C3H10OSi in total at a distorted geometry.

```
15
C3H10OSi (ωB97M-V/def2-TZVPD)
C -0.799 1.251 0.539
H 2.549 0.035 0.971
H 2.354 1.286 -0.260
H -1.889 -2.173 -0.336
O 1.254 -0.449 -0.541
H -1.037 1.699 -0.408
C 2.481 0.174 -0.093
H -0.252 -1.603 1.748
H -1.655 -1.120 -1.849
Si -0.172 -0.452 0.132
H 0.003 1.875 0.945
C -1.719 -1.154 -0.794
H 3.286 -0.136 -0.620
H -2.555 -0.537 -0.495
H -1.850 1.302 1.060
```

Output
E, eV: -13197.453
Multiplicity: 1
LUMO energy, eV: 0.92
Kohn-Sham gap, eV: 10.19
HOMO, eV: -9.3
Relative energy (zero: lowest compared OMol25 entry of this formula, charge and spin), kcal/mol: 28.2

No. 3
DFT (ωB97M-V/def2-TZVPD) results for a structure of composition C3H10S2 at a distorted geometry.

```
15
C3H10S2 (ωB97M-V/def2-TZVPD)
H 0.403 -3.079 0.662
S 1.182 -1.185 -0.998
H 0.087 -0.289 -0.224
H -2.148 0.892 -1.733
C 1.384 -2.559 0.595
H -0.733 2.848 1.448
C -1.476 1.565 -1.148
H -0.534 1.664 -1.607
H 1.668 -2.036 1.521
H 0.646 2.240 0.440
C -0.091 1.989 1.196
H 2.115 -3.283 0.203
H 0.460 1.655 2.085
H -1.980 2.472 -0.808
S -1.113 0.619 0.633
```

Output
E, eV: -24941.529
Multiplicity: 1
LUMO energy, eV: 0.54
Kohn-Sham gap, eV: 8.57
HOMO, eV: -8.0
Relative energy (zero: lowest compared OMol25 entry of this formula, charge and spin), kcal/mol: 50.0

No. 4
DFT (ωB97M-V/def2-TZVPD) results for a cluster of 2 separate species, C3H10S4 in total.

```
17
C3H10S4 (ωB97M-V/def2-TZVPD)
H 1.919 0.131 -0.415
S 3.470 -0.903 0.560
S 2.954 -1.019 2.529
S 1.436 1.180 -1.114
H -0.340 1.241 1.565
H 5.159 0.749 1.153
H 1.002 -0.173 3.598
C 4.290 0.704 0.476
H 3.606 1.532 0.726
H -0.437 3.000 1.893
C 1.383 -0.129 2.564
H 4.643 0.840 -0.560
H 1.499 0.929 2.276
C -0.270 2.243 1.108
S 1.362 2.552 0.405
H -1.066 2.341 0.351
H 0.640 -0.596 1.895
```

Output
E, eV: -46614.027
Multiplicity: 1
LUMO energy, eV: 0.53
Kohn-Sham gap, eV: 9.12
HOMO, eV: -8.6
Relative energy (zero: lowest compared OMol25 entry of this formula, charge and spin), kcal/mol: 6.9

No. 5
DFT (ωB97M-V/def2-TZVPD) results for a structure of composition C3H10Si2 at a distorted geometry.

```
15
C3H10Si2 (ωB97M-V/def2-TZVPD)
C 0.513 -1.141 -1.273
H -1.102 -0.257 -2.418
H -2.281 0.632 -0.843
H 2.700 -0.930 2.180
C -0.328 -1.057 -2.330
H -2.558 0.373 0.821
Si 0.396 0.148 0.170
H -0.213 -1.637 -3.305
H 2.102 1.483 2.372
H 0.832 0.084 3.533
H 0.722 1.407 -0.544
H -1.843 1.952 0.518
H 1.354 -1.971 -1.298
Si 1.558 0.028 2.265
C -1.850 0.885 0.153
```

Output
E, eV: -19024.975
Multiplicity: 1
LUMO energy, eV: 0.36
Kohn-Sham gap, eV: 9.59
HOMO, eV: -9.2
Relative energy (zero: lowest compared OMol25 entry of this formula, charge and spin), kcal/mol: 39.9

No. 6
DFT (ωB97M-V/def2-TZVPD) results for the molecule C3H10Si2 at a distorted geometry.

```
15
C3H10Si2 (ωB97M-V/def2-TZVPD)
H -2.191 2.715 1.333
H 2.567 -0.120 -1.556
H 2.371 -1.678 -0.714
H -0.327 2.709 0.994
H -0.981 1.853 2.481
Si -1.266 0.344 0.438
H -2.485 -0.208 -0.021
H -0.577 -1.794 -2.051
C -1.264 2.101 1.375
H 0.781 -0.899 1.399
C -0.205 -1.219 0.946
C 1.904 -1.136 -1.570
H -0.622 -2.039 1.441
Si 0.055 -0.890 -1.071
H 2.052 -1.557 -2.531
```

Output
E, eV: -19026.038
Multiplicity: 1
LUMO energy, eV: 0.82
Kohn-Sham gap, eV: 9.07
HOMO, eV: -8.3
Relative energy (zero: lowest compared OMol25 entry of this formula, charge and spin), kcal/mol: 15.4

No. 7
DFT (ωB97M-V/def2-TZVPD) results for the molecule C3H11BrSi3 at a distorted geometry.

```
18
C3H11BrSi3 (ωB97M-V/def2-TZVPD)
H -0.444 -1.650 -2.422
H 0.293 1.145 -1.487
Si 0.338 -2.039 0.709
Si 1.667 -0.005 1.139
H -2.095 0.478 0.260
H -1.974 0.966 -1.389
Br 3.344 0.066 -0.406
H 1.241 -3.377 0.670
H 2.387 0.032 2.605
C -0.226 1.467 -0.593
C 0.565 1.515 0.699
H -0.269 1.711 1.342
C -1.472 0.533 -0.565
Si -1.088 -1.370 -0.984
H -0.564 2.555 -0.844
H -0.756 -2.131 1.798
H 1.235 2.470 0.846
H -2.180 -2.364 -1.379
```

Output
E, eV: -96963.951
Multiplicity: 1
LUMO energy, eV: 0.65
Kohn-Sham gap, eV: 10.14
HOMO, eV: -9.5
Relative energy (zero: lowest compared OMol25 entry of this formula, charge and spin), kcal/mol: 6.9

No. 8
DFT (ωB97M-V/def2-TZVPD) results for a cluster of 2 separate species, C3H11ClN2Si in total at a distorted geometry.

```
18
C3H11ClN2Si (ωB97M-V/def2-TZVPD)
C -0.535 0.274 1.964
Cl -2.084 0.363 -0.897
H 1.505 -0.319 -1.730
H 1.689 -0.785 0.115
H -0.604 3.175 -0.331
H -1.202 1.048 2.400
N -1.250 -2.779 -0.533
H 0.847 2.605 0.689
H 0.294 0.473 2.594
C 0.176 2.401 -0.129
H 0.464 -1.613 -0.923
Si -0.300 0.527 -0.018
N -1.689 -1.903 0.200
H 0.777 2.540 -1.052
C 1.037 -0.656 -0.794
H -2.514 -2.139 0.903
H -1.690 -3.762 -0.633
H -0.786 -0.795 2.139
```

Output
E, eV: -26668.638
Multiplicity: 1
LUMO energy, eV: 0.52
Kohn-Sham gap, eV: 9.73
HOMO, eV: -9.2
Relative energy (zero: lowest compared OMol25 entry of this formula, charge and spin), kcal/mol: 87.1

No. 9
DFT (ωB97M-V/def2-TZVPD) results for a cluster of 2 separate species, C3H11N in total at a distorted geometry.

```
15
C3H11N (ωB97M-V/def2-TZVPD)
H 0.087 0.822 -2.720
H -2.203 1.734 5.092
H 0.318 -1.726 0.125
H 1.110 -0.539 -3.250
C 0.344 -1.392 -0.909
C 1.196 -0.121 -1.124
H -0.693 -1.124 -1.110
H 0.781 0.676 -0.518
H -2.848 1.312 3.660
H 0.722 -2.157 -1.592
H 2.246 -0.297 -0.915
N -2.422 0.940 4.501
H 1.854 1.021 -2.866
H -1.541 0.521 4.215
C 1.049 0.330 -2.591
```

Output
E, eV: -4779.455
Multiplicity: 1
LUMO energy, eV: 0.90
Kohn-Sham gap, eV: 11.10
HOMO, eV: -10.2
Relative energy (zero: lowest compared OMol25 entry of this formula, charge and spin), kcal/mol: 0.9

No. 10
DFT (ωB97M-V/def2-TZVPD) results for a cluster of 2 separate species, C3H11N in total at a distorted geometry.

```
15
C3H11N (ωB97M-V/def2-TZVPD)
N -1.012 -0.828 -0.132
H -1.183 2.533 -0.539
H 3.363 -1.831 0.474
H 0.406 0.626 -0.442
C 2.626 -1.039 0.607
C -0.563 0.545 0.059
H -0.359 -1.491 0.266
H -0.387 0.895 1.083
H 2.966 -0.454 1.462
H -2.524 1.380 -0.406
H -1.390 1.309 -1.774
H 1.672 -1.489 0.858
C -1.481 1.496 -0.704
H 2.601 -0.423 -0.284
H -1.886 -0.987 0.360
```

Output
E, eV: -4779.268
Multiplicity: 1
LUMO energy, eV: 1.10
Kohn-Sham gap, eV: 10.47
HOMO, eV: -9.4
Relative energy (zero: lowest compared OMol25 entry of this formula, charge and spin), kcal/mol: 5.2

No. 11
DFT (ωB97M-V/def2-TZVPD) results for a cluster of 2 separate species, C3H11N2 in total at a distorted geometry.

```
16
C3H11N2 (ωB97M-V/def2-TZVPD)
H 2.043 0.626 0.059
C -0.280 -0.998 2.361
N 0.382 0.433 -1.104
H 0.621 -1.653 2.340
H -0.301 -0.231 0.287
H -1.490 -1.474 0.723
H -1.035 0.137 -2.517
H -0.876 -1.542 3.103
C 1.689 0.750 -0.961
H -1.670 -0.013 1.483
C -0.265 0.922 -2.353
H -0.792 1.896 -2.422
H 0.496 0.843 -3.089
H 0.156 -0.052 2.829
H 2.313 1.005 -1.836
N -0.990 -0.649 1.095
```

Output
E, eV: -6261.522
Total charge: +1
Multiplicity: 1
LUMO energy, eV: -3.36
Kohn-Sham gap, eV: 11.11
HOMO, eV: -14.5
Relative energy (zero: lowest compared OMol25 entry of this formula, charge and spin), kcal/mol: 47.5

No. 12
DFT (ωB97M-V/def2-TZVPD) results for the ion C3H11N2 with charge +1 at a distorted geometry.

```
16
C3H11N2 (ωB97M-V/def2-TZVPD)
H 0.238 0.427 2.020
C -0.402 0.799 1.117
H 0.748 0.821 -1.749
H 1.302 -1.228 0.797
C 1.320 -0.487 -0.064
H -0.940 1.221 -1.878
H -1.690 -0.696 -1.208
N -0.087 -0.046 -0.051
H 1.442 -0.993 -1.089
H -0.539 -2.042 -0.563
H -0.132 1.882 0.864
H 2.011 0.260 0.115
H -1.688 -1.244 0.425
N -0.092 1.129 -1.275
H -1.454 0.787 1.412
C -1.079 -1.047 -0.366
```

Output
E, eV: -6260.224
Total charge: +1
Multiplicity: 1
LUMO energy, eV: -3.73
Kohn-Sham gap, eV: 11.82
HOMO, eV: -15.5
Relative energy (zero: lowest compared OMol25 entry of this formula, charge and spin), kcal/mol: 77.4

No. 13
DFT (ωB97M-V/def2-TZVPD) results for the ion C3H11N2 with charge +1 at a distorted geometry.

```
16
C3H11N2 (ωB97M-V/def2-TZVPD)
C -0.390 0.240 1.221
H -1.464 0.187 0.905
H 1.347 -0.969 1.442
N -0.142 -0.955 -1.312
N 0.254 -1.063 1.278
H -0.520 0.836 2.102
H 1.282 0.723 -1.589
H 0.476 -1.513 -1.936
H 0.191 -1.274 0.179
C 0.115 1.131 0.058
H -0.217 -1.597 2.152
H 1.040 1.602 0.477
H -0.486 1.137 -2.180
C 0.151 0.579 -1.397
H -1.065 -1.080 -1.510
H -0.572 2.018 0.110
```

Output
E, eV: -6261.815
Total charge: +1
Multiplicity: 1
LUMO energy, eV: -3.34
Kohn-Sham gap, eV: 11.68
HOMO, eV: -15.0
Relative energy (zero: lowest compared OMol25 entry of this formula, charge and spin), kcal/mol: 40.7

No. 14
DFT (ωB97M-V/def2-TZVPD) results for the ion C3H11N2 with charge +1 at a distorted geometry.

```
16
C3H11N2 (ωB97M-V/def2-TZVPD)
H 0.234 -1.901 -2.350
C 0.078 0.805 1.464
H 1.183 1.307 -0.365
H 1.016 -0.977 -0.162
H -0.679 -0.390 -2.473
H -0.640 1.248 -0.587
N 0.214 -0.557 -0.650
H -1.817 -0.108 1.610
H 1.152 -0.246 -2.507
H -0.245 1.836 1.712
H -0.518 -1.043 -0.016
C 0.239 0.847 -0.060
C 0.254 -0.821 -2.121
N -0.833 -0.284 1.796
H 1.080 0.724 1.915
H -0.719 -0.439 2.794
```

Output
E, eV: -6262.720
Total charge: +1
Multiplicity: 1
LUMO energy, eV: -3.12
Kohn-Sham gap, eV: 11.45
HOMO, eV: -14.6
Relative energy (zero: lowest compared OMol25 entry of this formula, charge and spin), kcal/mol: 19.9

No. 15
DFT (ωB97M-V/def2-TZVPD) results for a cluster of 2 separate species, C3H11N2 in total at a distorted geometry.

```
16
C3H11N2 (ωB97M-V/def2-TZVPD)
H 1.111 -0.982 -1.680
C -1.663 -0.355 1.486
H -1.874 0.668 1.196
H 0.640 0.923 1.571
H -1.049 0.210 -2.164
N 0.869 -0.117 -1.200
H 1.747 0.423 -1.178
H 1.671 -0.386 2.069
H 0.625 -0.270 -0.190
H -0.089 -1.925 1.753
N 0.885 -0.031 1.477
C -0.393 -0.866 1.704
H 0.317 1.101 -3.017
C -0.074 0.858 -2.086
H -0.280 1.740 -1.424
H -2.440 -0.992 1.684
```

Output
E, eV: -6261.572
Total charge: +1
Multiplicity: 1
LUMO energy, eV: -3.29
Kohn-Sham gap, eV: 9.84
HOMO, eV: -13.1
Relative energy (zero: lowest compared OMol25 entry of this formula, charge and spin), kcal/mol: 46.3

No. 16
DFT (ωB97M-V/def2-TZVPD) results for a cluster of 2 separate species, C3H11N2 in total at a distorted geometry.

```
16
C3H11N2 (ωB97M-V/def2-TZVPD)
H 1.618 -2.276 1.074
H -0.017 -1.657 1.546
N 1.207 -0.279 0.419
H -0.377 0.261 -0.780
H -3.452 0.709 -0.012
C 0.789 -1.626 0.766
C -2.927 -0.278 -0.240
H 2.208 0.000 0.653
H -2.274 -0.563 0.543
H -2.240 -0.211 -1.096
C 0.557 0.545 -0.364
H 0.303 -2.169 -0.069
H 0.322 2.456 -1.006
H -3.652 -1.048 -0.444
N 0.976 1.775 -0.601
H 1.762 2.177 -0.108
```

Output
E, eV: -6262.941
Total charge: +1
Multiplicity: 1
LUMO energy, eV: -3.88
Kohn-Sham gap, eV: 11.56
HOMO, eV: -15.4
Relative energy (zero: lowest compared OMol25 entry of this formula, charge and spin), kcal/mol: 14.8

No. 17
DFT (ωB97M-V/def2-TZVPD) results for a cluster of 2 separate species, C3H11N2 in total at a distorted geometry.

```
16
C3H11N2 (ωB97M-V/def2-TZVPD)
H -2.673 -0.548 -1.209
C 1.117 0.087 -0.826
H 0.908 1.277 1.997
C -2.472 -0.551 -0.139
H 1.273 -1.062 1.079
H 1.969 1.847 0.848
H 2.503 0.844 2.023
H -0.574 -1.000 -1.071
H -2.017 -1.488 0.192
N 0.310 -0.678 -1.510
C 1.394 -0.139 0.524
N 1.704 1.010 1.389
H 1.540 0.956 -1.327
H -1.860 0.328 0.094
H 0.261 -0.460 -2.511
H -3.380 -0.424 0.445
```

Output
E, eV: -6248.945
Total charge: +2
Multiplicity: 2
LUMO energy (alpha / beta), eV: -9.64 / -12.85
Kohn-Sham gap (alpha / beta), eV: 11.04 / 7.82
HOMO (alpha / beta), eV: -20.7 / -20.7
Relative energy (zero: lowest compared OMol25 entry of this formula, charge and spin), kcal/mol: 34.7

No. 18
DFT (ωB97M-V/def2-TZVPD) results for a cluster of 2 separate species, C3H11N2O in total at a distorted geometry.

```
17
C3H11N2O (ωB97M-V/def2-TZVPD)
H -0.743 2.984 -1.489
H -0.057 -2.888 1.476
C 0.564 -2.196 0.888
H 0.143 -0.017 3.392
H 1.634 -2.308 1.051
N -0.844 1.951 -1.275
C -0.195 1.117 -2.341
N 0.631 -0.535 2.682
C 0.201 -0.832 1.413
H 0.836 1.529 -2.414
H 0.205 -2.351 -0.124
H -0.277 0.046 -2.173
H -0.364 1.718 -0.400
H 1.303 -1.184 3.076
H -0.718 1.326 -3.296
H -1.854 1.658 -1.258
O -0.463 -0.019 0.793
```

Output
E, eV: -8314.204
Multiplicity: 2
LUMO energy (alpha / beta), eV: 0.61 / 0.51
Kohn-Sham gap (alpha / beta), eV: 3.67 / 10.94
HOMO (alpha / beta), eV: -3.1 / -10.4
Relative energy (zero: lowest compared OMol25 entry of this formula, charge and spin), kcal/mol: 19.1

No. 19
DFT (ωB97M-V/def2-TZVPD) results for the ion C3H11N2O with charge +1 at a distorted geometry.

```
17
C3H11N2O (ωB97M-V/def2-TZVPD)
H 1.450 -1.223 1.858
H 2.187 0.225 1.507
N 0.488 -0.351 0.090
H -0.771 -1.193 -1.251
H 0.401 -2.383 -0.231
O -0.733 -0.114 0.870
C 1.664 -0.612 0.991
H -1.044 1.997 -1.410
H 2.361 -1.207 0.347
H 1.040 -1.265 -1.687
C 0.217 -1.418 -0.850
H -2.228 0.189 -0.427
C -1.634 0.858 0.216
H -2.365 1.270 0.928
H 0.429 0.652 -0.409
H -0.699 2.756 -0.092
N -0.763 1.818 -0.450
```

Output
E, eV: -8307.906
Total charge: +1
Multiplicity: 1
LUMO energy, eV: -2.89
Kohn-Sham gap, eV: 12.71
HOMO, eV: -15.6
Relative energy (zero: lowest compared OMol25 entry of this formula, charge and spin), kcal/mol: 89.6

No. 20
DFT (ωB97M-V/def2-TZVPD) results for a cluster of 2 separate species, C3H11N2O in total at a distorted geometry.

```
17
C3H11N2O (ωB97M-V/def2-TZVPD)
H 0.598 0.955 1.116
H -2.085 0.500 1.874
H 2.633 -0.515 0.869
N -1.925 0.506 0.847
H -1.115 -1.463 0.907
C -1.302 -0.490 0.228
H 1.510 -1.316 -0.462
O -1.551 -0.761 -1.024
C 1.548 -0.801 0.544
H 0.427 -0.081 -1.538
H -1.759 -0.044 -1.511
H 1.940 0.739 -1.359
N 0.721 0.354 0.311
C 0.965 0.770 -1.031
H 0.668 1.796 -1.373
H 1.009 -1.368 1.309
H -2.281 1.219 0.293
```

Output
E, eV: -8308.468
Total charge: +1
Multiplicity: 1
LUMO energy, eV: -3.38
Kohn-Sham gap, eV: 10.46
HOMO, eV: -13.8
Relative energy (zero: lowest compared OMol25 entry of this formula, charge and spin), kcal/mol: 76.7